[1]
60
Properties=species:S:1:pos:R:3:forces:R:3 method="wB97M-V/def2-TZVPD" orbital_gap_ev=9.0 charge=0 smiles="COc1ccc(CN2CCNC(=O)[C@@H]2CC(=O)N2CCc3ccccc3C2)c(OC)c1" de_lowest_kj_mol=159.4
C -5.313934 -2.790180 -1.454192 0.002 -0.212 -0.095
H -6.362927 -2.967120 -1.686538 0.088 -0.034 -0.003
O -5.263097 -1.509501 -0.873986 0.128 0.320 0.162
C -4.050902 -1.023854 -0.483718 0.118 0.097 0.059
C -2.841774 -1.692798 -0.605721 -0.287 -0.258 -0.169
C -1.684429 -1.076264 -0.160808 -0.122 0.323 0.113
C -1.688311 0.187851 0.396966 0.031 0.143 0.163
C -2.914708 0.861430 0.516774 0.078 -0.211 -0.051
C -4.078804 0.251418 0.081060 -0.207 0.101 0.001
H -5.039804 0.732052 0.157180 -0.103 0.095 0.026
O -2.880165 2.111414 1.070163 0.210 -0.355 -0.076
C -4.094862 2.791022 1.276397 -0.199 0.138 0.025
H -4.764900 2.225152 1.930184 0.013 0.010 -0.034
H -3.827987 3.729599 1.760762 -0.070 -0.055 -0.037
H -4.602681 3.003563 0.330086 0.005 -0.022 0.041
C -0.398391 0.805771 0.860314 -0.010 -0.021 0.136
N 0.502884 1.087213 -0.259107 0.134 -0.147 0.000
C -0.087064 1.903002 -1.300979 -0.071 0.321 -0.194
H 0.613982 1.922390 -2.136624 -0.081 0.014 -0.034
H -1.003777 1.419427 -1.643186 0.064 0.082 -0.078
C -0.410525 3.326734 -0.829770 -0.341 -0.315 -0.127
N 0.668362 3.860591 -0.022624 -0.233 0.432 -0.142
C 1.620719 3.154387 0.614644 0.073 -0.186 0.142
O 2.388687 3.673405 1.403093 0.285 -0.024 0.205
C 1.741494 1.683368 0.211940 0.192 -0.027 0.029
C 2.864172 1.627642 -0.850110 -0.126 -0.035 -0.041
H 3.827282 1.759688 -0.356922 -0.021 0.051 0.017
C 2.827373 0.352036 -1.677238 0.145 0.555 0.083
O 2.414171 0.368711 -2.823103 -0.212 0.041 -0.234
N 3.324286 -0.775943 -1.122483 0.294 -0.445 0.035
C 3.124286 -2.035521 -1.809724 -0.240 -0.137 -0.353
C 1.850845 -2.693687 -1.280769 0.144 0.100 -0.136
C 1.767745 -2.633120 0.221378 -0.064 -0.051 0.032
C 0.810168 -3.387966 0.889959 0.099 0.022 0.049
C 0.670141 -3.308431 2.262512 -0.073 -0.063 0.030
C 1.493795 -2.466638 2.990872 0.010 0.030 0.107
C 2.454505 -1.716748 2.338138 0.011 -0.027 -0.038
C 2.598336 -1.793287 0.959356 -0.008 0.006 0.066
C 3.664773 -0.982530 0.262310 0.103 0.025 0.187
H 4.613393 -1.540003 0.297731 -0.088 0.168 0.019
H 3.826555 -0.038234 0.777578 0.009 -0.019 -0.030
H 3.101853 -1.059714 2.901986 0.070 0.094 0.075
H 1.387061 -2.393398 4.062684 -0.013 0.008 0.095
H -0.082035 -3.899046 2.763604 -0.070 -0.051 0.047
H 0.167340 -4.045077 0.321097 -0.086 -0.069 -0.076
H 0.992848 -2.153841 -1.694497 -0.001 -0.035 -0.066
H 1.789165 -3.729501 -1.621017 -0.037 0.008 -0.014
H 3.996022 -2.671538 -1.629232 -0.017 0.041 0.001
H 3.037217 -1.833145 -2.877853 0.077 -0.086 0.141
H 2.739630 2.451779 -1.555470 0.071 -0.133 0.004
H 2.053736 1.127815 1.101306 -0.041 0.144 -0.027
H 0.594142 4.831815 0.251105 0.159 -0.154 0.081
H -1.333412 3.318264 -0.237149 0.083 0.025 -0.137
H -0.562993 3.980829 -1.693928 -0.019 -0.102 0.038
H -0.616752 1.703555 1.455905 0.060 -0.079 0.016
H 0.121763 0.087748 1.504905 -0.020 0.107 0.025
H -0.741439 -1.591020 -0.241924 0.146 -0.063 -0.019
H -2.784894 -2.679933 -1.034256 -0.035 -0.111 -0.052
H -4.726209 -2.837062 -2.376502 -0.011 -0.004 0.043
H -4.962673 -3.559956 -0.759545 0.000 0.030 -0.033

***

[2]
73
Properties=species:S:1:pos:R:3:forces:R:3 method="wB97M-V/def2-TZVPD" orbital_gap_ev=7.8 charge=-1 de_lowest_kj_mol=71.5
Y -0.545808 -0.123883 -0.092297 -0.057 -0.373 0.324
N -1.536465 -2.373198 -0.794877 -0.096 0.088 0.147
C -2.874829 -2.091356 -1.337515 -0.039 0.069 -0.135
C -2.785714 -0.919808 -2.327146 -0.003 0.041 -0.030
O -3.463598 -0.947126 -3.359617 -0.014 -0.013 -0.001
N -1.913982 0.008156 -1.932731 0.017 0.030 -0.106
C -1.517934 1.019655 -2.885647 -0.013 0.034 -0.114
C 0.005213 1.164747 -2.903051 -0.064 0.062 0.012
O 0.567978 1.810510 -3.780568 0.048 -0.046 -0.039
O 0.641017 0.572356 -1.933970 -0.028 0.142 0.010
H -0.976042 -2.873507 -1.474859 0.014 0.015 0.017
H -1.556261 -2.908926 0.066971 -0.030 -0.013 -0.020
H -3.520545 -1.813489 -0.502952 -0.038 -0.020 -0.022
H -3.334663 -2.928793 -1.865676 0.062 -0.054 0.055
H -1.917582 2.010665 -2.637518 -0.006 -0.010 0.022
H -1.860437 0.787565 -3.896734 -0.001 -0.014 0.018
O 0.688410 3.970415 1.129187 -0.023 0.038 0.045
C 0.390676 2.779603 1.050209 -0.007 0.032 -0.062
O -0.354693 2.211070 0.189446 0.108 -0.008 0.000
C 0.890597 1.849108 2.150307 -0.026 -0.024 0.085
C 1.723861 2.235004 3.187829 0.018 -0.005 -0.045
C 2.006580 1.306269 4.178249 0.014 0.018 0.000
C 1.406958 0.053197 4.142988 -0.039 -0.038 -0.014
C 0.581192 -0.246910 3.071558 0.074 0.035 0.008
N 0.375950 0.628379 2.093979 0.014 -0.034 -0.026
C -0.258072 -1.516800 2.940805 0.017 0.096 0.067
O -0.512044 -2.127896 3.980350 0.001 -0.071 -0.021
O -0.662168 -1.746383 1.761993 0.096 0.061 -0.046
H 2.131463 3.235856 3.185484 0.007 0.000 0.008
H 2.676018 1.564052 4.989815 0.002 0.004 0.002
H 1.540672 -0.681678 4.924773 0.010 0.007 0.004
N 3.089676 -0.990061 -4.040148 0.006 0.009 -0.025
C 3.705207 -1.976668 -3.342279 -0.002 -0.008 0.019
O 4.595472 -2.669104 -3.806515 0.010 -0.013 -0.006
C 3.215675 -2.150653 -1.937723 0.009 0.011 -0.021
C 4.048410 -2.652809 -0.949744 0.003 -0.002 -0.036
C 3.578564 -2.688789 0.349116 -0.017 0.014 0.034
C 2.324186 -2.165294 0.621751 -0.052 0.089 0.092
N 1.512040 -1.685699 -0.319726 0.016 -0.198 -0.206
C 1.944076 -1.743700 -1.581612 0.076 0.018 0.084
H 3.427212 -0.807617 -4.969519 -0.003 0.006 0.008
H 2.507474 -0.289730 -3.601814 -0.011 -0.005 -0.005
H 5.043388 -2.985929 -1.214735 0.001 -0.002 0.009
H 4.187876 -3.061953 1.159990 0.004 -0.005 0.000
H 1.955991 -2.112796 1.637881 0.008 -0.023 -0.005
H 1.250682 -1.406400 -2.334243 -0.013 -0.006 -0.002
S -3.226085 0.397723 1.195659 0.060 0.010 -0.107
C -2.651164 1.159332 2.580345 0.006 0.012 0.067
N -2.472117 0.588740 3.785529 0.009 0.034 -0.081
C -1.823094 1.492168 4.729666 -0.010 0.002 0.027
C -1.796359 2.833640 3.959000 0.019 0.011 0.003
N -2.329444 2.457075 2.659092 -0.051 -0.057 -0.032
H -2.405375 -0.416430 3.853002 -0.029 -0.003 0.049
H -0.821701 1.140474 4.978528 -0.009 0.010 -0.010
H -2.402560 1.571955 5.649467 0.009 -0.014 0.003
H -0.788494 3.238304 3.867074 -0.015 0.008 0.006
H -2.430570 3.582747 4.435540 -0.006 0.003 -0.007
H -2.232266 2.994775 1.811770 0.029 0.015 0.027
S 3.887031 0.876083 0.544083 -0.100 0.032 -0.066
C 3.657254 2.310429 -0.339323 0.169 0.015 -0.009
N 2.795603 2.415794 -1.343170 -0.079 0.000 0.020
C 2.586645 3.645610 -2.097242 0.016 -0.028 -0.047
C 2.843597 4.847140 -1.206202 -0.001 -0.025 -0.009
C 4.234686 4.723457 -0.610763 0.046 -0.012 0.005
N 4.409493 3.395631 -0.038387 -0.112 -0.027 0.050
H 2.174267 1.628284 -1.537609 0.015 0.042 0.022
H 1.570752 3.623774 -2.483285 0.000 0.007 0.039
H 3.257762 3.659567 -2.963723 -0.001 0.013 -0.011
H 2.096822 4.869514 -0.413275 -0.028 -0.005 0.029
H 2.767531 5.767576 -1.786688 0.012 -0.002 -0.006
H 4.390487 5.459572 0.180016 -0.015 0.001 -0.006
H 4.993627 4.899172 -1.381735 -0.001 0.010 -0.003
H 4.999564 3.264209 0.764215 0.019 0.015 -0.032

***

[3]
88
Properties=species:S:1:pos:R:3:forces:R:3 method="wB97M-V/def2-TZVPD" orbital_gap_ev=7.7 charge=-1
Be -19.887150 16.681650 21.355100 0.264 0.005 -0.396
O -17.865000 15.399370 22.381310 -0.183 1.000 0.252
C -16.657610 15.387520 22.459430 1.459 -0.318 -0.856
O -15.740940 16.239230 22.875470 -4.141 2.553 0.188
B -14.463350 15.702810 23.088470 1.821 -0.565 0.099
O -14.545330 14.399810 22.424920 -1.207 -0.356 -0.807
C -15.816820 14.209980 22.020530 0.817 -4.397 0.419
O -16.245670 13.124810 21.616390 0.614 2.652 0.299
O -14.249020 15.580170 24.554110 1.497 0.525 0.889
C -13.004730 16.061600 24.861730 0.068 -1.379 0.922
O -12.372020 16.009930 25.898180 -1.782 0.152 -1.295
C -12.422230 16.503980 23.553080 4.309 1.607 -2.901
O -13.325640 16.508930 22.574600 -1.059 -0.725 1.073
O -11.231920 16.772440 23.307100 -3.131 -0.608 1.478
O -18.072710 17.747040 17.330420 4.035 -1.153 1.081
C -16.964560 17.381360 17.840990 -4.439 1.127 -0.913
O -15.802940 17.285370 17.294180 -0.881 0.385 0.162
B -14.926720 16.674690 18.306040 1.839 -0.568 -0.118
O -15.648890 16.735730 19.602570 0.907 -0.769 0.104
C -16.867170 17.016060 19.363150 -1.693 1.434 0.048
O -17.763280 17.182180 20.176900 0.210 -0.482 -0.409
O -13.640720 17.372110 18.418390 -1.407 1.555 0.779
C -12.661580 16.633920 18.037890 4.713 0.122 -2.657
O -11.465910 16.986780 17.802960 -4.765 -1.472 1.315
C -13.305750 15.246560 17.705670 1.841 -0.898 1.343
O -14.616500 15.314800 17.864920 -0.507 0.737 0.212
O -12.678960 14.239570 17.576820 -0.103 -0.061 -0.723
O -24.543200 16.366640 20.114510 0.079 0.422 2.127
C -24.574270 16.861060 21.228380 -2.350 0.806 -0.761
O -25.691020 17.126270 21.997280 2.426 -1.030 -1.616
B -25.291890 17.859900 23.222610 -0.459 -0.161 -0.245
O -23.854740 18.175970 23.058820 1.128 -1.351 -2.163
C -23.399720 17.564330 21.917590 1.765 0.854 1.606
O -22.229750 17.594160 21.521370 -2.073 -0.522 0.844
O -25.572800 17.016780 24.404160 2.037 -1.265 -0.612
C -26.438420 17.541540 25.202980 -1.650 -0.260 0.790
O -26.952730 17.030450 26.176490 0.898 0.898 -0.976
C -26.862450 18.827810 24.482090 -1.274 1.085 -0.225
O -26.113930 19.035960 23.374120 -0.120 -0.342 1.132
O -27.831100 19.464440 24.769080 0.244 0.264 0.138
C -22.196720 13.943340 21.428000 1.289 0.337 0.326
O -21.268460 14.641790 22.288750 -0.236 0.345 0.190
C -21.609140 14.511440 23.672160 0.341 0.875 0.377
C -20.608760 15.323430 24.524510 -1.437 0.050 0.278
N -20.421970 16.680360 23.946040 3.387 -0.891 0.275
C -19.164980 17.227870 24.651450 -1.226 -1.067 0.718
C -18.927540 18.580010 24.160250 0.071 0.058 -0.520
O -18.418530 18.366290 22.814270 -0.588 1.153 0.991
C -17.368680 19.229940 22.426060 1.241 0.474 -0.500
H -21.990010 12.902740 21.678030 -0.847 -0.283 -0.400
H -21.879670 14.167920 20.409600 -0.032 -0.189 0.139
H -23.220750 14.299740 21.539520 -0.053 -0.278 0.327
H -21.727610 13.491110 24.036840 0.660 -0.440 -0.392
H -22.603760 14.906350 23.879260 -0.270 0.508 -0.397
H -19.716860 14.814510 24.890040 0.483 0.022 -1.256
H -21.059810 15.520360 25.497070 -0.629 -0.313 0.182
H -21.143710 17.248760 24.365700 -0.483 0.247 -0.587
H -18.248370 16.639750 24.606170 -0.368 -0.409 -0.972
H -19.334420 17.212010 25.728080 -0.499 0.314 0.302
H -18.327110 19.108250 24.900890 0.962 0.130 -0.691
H -19.871000 19.124390 24.200740 -0.214 0.276 -0.688
H -17.467720 19.548540 21.388380 -0.292 -0.295 -0.041
H -16.392100 18.758440 22.536000 -0.088 -0.528 -0.135
H -17.232260 20.147520 22.998360 -0.806 0.073 0.420
C -20.394870 20.594270 21.506830 0.732 0.136 1.066
O -20.468950 19.422650 20.749370 0.306 0.139 -1.297
C -20.722940 19.723330 19.373620 -0.170 -0.999 -0.258
C -21.233320 18.466670 18.683590 0.929 0.422 -0.753
N -20.381310 17.265810 18.757460 -2.495 -0.134 3.792
C -21.145270 16.116580 18.298840 1.597 -0.497 -0.473
C -20.189410 14.983010 18.317290 1.694 -0.295 1.284
O -19.660360 14.842650 19.720350 -1.251 0.977 -0.899
C -19.212320 13.568360 20.020920 0.691 -2.226 0.706
H -21.328260 20.836320 22.015050 -0.427 0.220 -0.515
H -19.980920 21.408110 20.911510 -0.275 0.254 0.060
H -19.704660 20.434810 22.335260 0.199 -0.113 -0.138
H -19.899520 20.110060 18.773200 0.901 -0.015 0.667
H -21.477340 20.501430 19.257240 -0.404 -0.037 0.323
H -21.185360 18.654060 17.610890 -0.911 0.688 -0.271
H -22.252460 18.321750 19.041980 0.165 -0.735 -0.204
H -19.500920 17.323020 18.265770 0.331 0.529 -0.149
H -21.309650 16.241290 17.228550 -1.050 0.049 -0.203
H -22.000310 15.779460 18.884820 -0.363 1.016 -0.052
H -19.305410 15.225440 17.727480 0.056 -0.094 -0.194
H -20.637580 14.083780 17.894630 0.058 -0.374 0.626
H -18.352800 13.211320 19.453600 0.158 0.503 -0.468
H -19.967230 12.791040 19.902690 -0.523 0.100 -0.314
H -18.883900 13.435590 21.051750 -0.064 0.818 0.092

***

Calculated values (eV) of highest occupied orbital energy for the records, taken in order: -8.32; -5.45; -7.71.